One molecule with the formula CH2N3O2P in a non-equilibrium geometry. Source: OMol25; level of theory: ωB97M-V/def2-TZVPD.

Values from the calculation:
- Strongest force on any atom: 0.122 Eh/bohr
- 2S+1: 1
- Total charge: 0
- SMILES: N#CP(N)[N+](=O)[O-]
- Energy relative to the best compared isomer or geometry (same formula, charge and spin): 10.77 kcal per mole
- HOMO level: -10.76 eV

Bonds (Å) are listed after each position.
Positions of all 9 atoms, in Å:
1 C -0.895 -1.424 -0.016  N2 1.125, P7 2.028
2 N -1.245 -2.405 0.409  C1 1.125
3 N 1.512 -0.174 -0.238  P7 1.672, H8 1.069, H9 0.995
4 N -0.835 1.263 0.077  O5 1.210, O6 1.195, P7 1.840
5 O -0.231 2.025 0.797  N4 1.210
6 O -2.017 1.096 0.022  N4 1.195
7 P 0.049 0.071 -1.010  C1 2.028, N3 1.672, N4 1.840
8 H 1.383 -0.655 0.707  N3 1.069
9 H 2.280 0.203 -0.747  N3 0.995